ORCA calculation (ωB97M-V/def2-TZVPD) on a single C4H7N molecule in a non-equilibrium geometry.

As for the total energy: -211.06456 Ha. Its spin multiplicity is 1. The HOMO-LUMO gap is 5.3090 eV. As for the energy relative to the best compared isomer or geometry (same formula, charge and spin): 8.058 eV.

Each atom is followed by the atoms it is bonded to, with distances in Å.
Geometry (Å):
1 N -1.841 0.416 0.422  C2 1.479, H7 0.994
2 C -0.471 -0.121 0.269  N1 1.479, C3 1.448, C5 1.500, H6 1.107
3 C -0.295 -0.312 -1.155  C2 1.448, H8 1.084, H9 1.091, H11 1.093
4 C 2.049 0.492 0.177  C5 1.383, H10 1.135
5 C 0.829 0.384 0.820  C2 1.500, C4 1.383, H12 1.078
6 H -0.652 -1.037 0.864  C2 1.107
7 H -2.073 0.587 1.373  N1 0.994
8 H -0.858 0.522 -1.560  C3 1.084
9 H -0.699 -1.236 -1.572  C3 1.091
10 H 2.519 -0.473 -0.189  C4 1.135
11 H 0.788 -0.171 -1.180  C3 1.093
12 H 0.706 0.948 1.730  C5 1.078